{"formula": "C48H68FeN3O6P2S2", "method": "ωB97M-V with the def2-TZVPD basis set", "elements": ["Fe", "S", "C", "C", "C", "C", "C", "C", "C", "C", "C", "N", "H", "H", "H", "H", "H", "H", "O", "N", "C", "C", "C", "C", "C", "S", "H", "H", "H", "H", "C", "C", "C", "P", "C", "C", "C", "C", "C", "C", "H", "H", "H", "H", "H", "H", "H", "H", "H", "H", "H", "H", "H", "H", "H", "H", "H", "H", "H", "H", "H", "O", "P", "C", "C", "C", "C", "C", "C", "C", "C", "C", "C", "C", "C", "C", "C", "C", "C", "C", "C", "H", "H", "H", "H", "H", "H", "H", "H", "H", "H", "H", "H", "H", "H", "H", "H", "H", "H", "H", "H", "H", "H", "H", "H", "H", "H", "H", "H", "H", "H", "H", "H", "H", "O", "C", "O", "C", "C", "C", "C", "C", "C", "N", "O", "O", "H", "H", "H", "H"], "positions_angstrom": [[1.3740, 0.3908, 1.1852], [1.9386, -0.9276, 5.4111], [0.3934, -0.2004, 5.3602], [0.0993, 0.2966, 4.1245], [1.1274, 0.1244, 3.1399], [2.1682, -0.5506, 3.7326], [3.3254, -0.9325, 2.9647], [4.4905, -1.4966, 3.4962], [5.5335, -1.8156, 2.6550], [5.4088, -1.5530, 1.2949], [4.2291, -0.9946, 0.8458], [3.1966, -0.7034, 1.6386], [-0.2215, -0.1807, 6.2476], [-0.8526, 0.7699, 3.9295], [4.5607, -1.6658, 4.5625], [6.4407, -2.2544, 3.0508], [6.2039, -1.7743, 0.5971], [4.1003, -0.7634, -0.2011], [0.1214, 1.9677, 0.6770], [0.4446, 3.2109, 0.9966], [-0.4517, 4.1755, 0.6873], [-0.2058, 5.4981, 0.9234], [1.0246, 5.8499, 1.4935], [1.9388, 4.8706, 1.7682], [1.6803, 3.5065, 1.5022], [2.7954, 2.2619, 1.7524], [-1.3539, 3.7962, 0.2326], [-0.9531, 6.2340, 0.6663], [1.2566, 6.8859, 1.7024], [2.9060, 5.1051, 2.1898], [-5.4214, 0.4661, 3.2976], [-4.0882, -0.2900, 3.2704], [-4.3232, -1.7753, 3.5597], [-3.0852, -0.0247, 1.7501], [-3.0885, 1.7757, 1.2958], [-4.3064, 2.3003, 0.5274], [-2.7842, 2.6408, 2.5212], [-3.7431, -1.0066, 0.3486], [-5.2305, -0.9025, 0.0085], [-2.8527, -0.7254, -0.8693], [-5.9021, 0.2873, 4.2621], [-6.1012, 0.1132, 2.5223], [-5.3054, 1.5412, 3.1839], [-3.4517, 0.1123, 4.0658], [-5.0305, -2.2032, 2.8451], [-4.7625, -1.8744, 4.5539], [-3.4035, -2.3514, 3.5261], [-2.2093, 1.8450, 0.6446], [-5.2458, 2.1286, 1.0516], [-4.3815, 1.8626, -0.4666], [-4.1965, 3.3807, 0.3982], [-3.5936, 2.6304, 3.2522], [-2.6508, 3.6752, 2.2046], [-1.8625, 2.3380, 3.0138], [-3.5529, -2.0278, 0.6812], [-5.5337, 0.1041, -0.2698], [-5.8628, -1.2383, 0.8295], [-5.4348, -1.5538, -0.8452], [-3.1683, 0.1922, -1.3721], [-2.9322, -1.5422, -1.5889], [-1.8022, -0.6162, -0.5908], [1.4496, 0.3567, -1.0144], [1.3331, 0.3514, -2.5068], [2.3175, 1.6328, -3.3928], [3.8100, 1.5824, -3.0142], [4.0905, 2.2297, -1.6555], [3.5565, 3.6548, -1.5723], [2.0649, 3.6667, -1.8847], [1.8345, 3.0854, -3.2744], [1.9059, -1.2136, -3.3132], [0.8021, -2.2713, -3.4790], [0.4453, -2.9522, -2.1613], [1.6913, -3.5207, -1.4497], [2.9664, -3.2963, -2.2528], [3.1203, -1.8065, -2.5458], [-0.4261, 0.5362, -2.9754], [-0.7154, 0.6117, -4.5006], [-1.4395, 1.8986, -4.8932], [-2.7483, 2.0719, -4.1171], [-2.5995, 1.7001, -2.6253], [-1.1380, 1.6470, -2.1881], [2.2149, 1.3278, -4.4407], [4.3572, 2.1343, -3.7872], [4.1900, 0.5587, -3.0416], [5.1673, 2.2164, -1.4654], [3.6113, 1.6593, -0.8597], [4.0834, 4.2945, -2.2920], [3.7429, 4.0565, -0.5755], [1.6653, 4.6829, -1.8301], [1.5381, 3.0609, -1.1395], [2.4161, 3.6706, -3.9976], [0.7961, 3.1772, -3.5802], [2.2285, -0.9090, -4.3128], [1.1654, -3.0222, -4.1855], [-0.0855, -1.8409, -3.9426], [-0.2821, -3.7435, -2.3588], [-0.0434, -2.2339, -1.4984], [1.5605, -4.5823, -1.2281], [1.8100, -3.0070, -0.4971], [2.9643, -3.8804, -3.1776], [3.8303, -3.6339, -1.6754], [4.0409, -1.6227, -3.1024], [3.2115, -1.3023, -1.5824], [-0.8543, -0.3958, -2.5884], [-1.3440, -0.2358, -4.7881], [0.2010, 0.5132, -5.0881], [-1.6439, 1.8901, -5.9658], [-0.7881, 2.7554, -4.7186], [-3.5190, 1.4451, -4.5728], [-3.0921, 3.1030, -4.2207], [-3.0479, 0.7156, -2.4532], [-3.1543, 2.4056, -2.0019], [-1.0326, 1.4488, -1.1218], [-0.6764, 2.6218, -2.3552], [-1.7723, -1.8040, 2.1053], [-0.6099, -2.0302, 1.6372], [0.1090, -1.2629, 0.9935], [-0.1341, -3.4449, 1.8846], [1.2179, -3.6787, 2.1007], [1.6792, -4.9671, 2.3056], [0.7647, -6.0050, 2.2632], [-0.5859, -5.8025, 2.0463], [-1.0336, -4.5036, 1.8696], [1.2499, -7.3863, 2.4520], [0.4332, -8.2842, 2.3989], [2.4379, -7.5462, 2.6440], [1.8998, -2.8426, 2.0950], [2.7234, -5.1751, 2.4854], [-1.2577, -6.6471, 2.0251], [-2.0862, -4.3054, 1.7172]], "forces_ev_per_angstrom": [[0.9, 0.9, 0.6], [0.0, 0.0, 0.0], [0.0, 0.0, 0.0], [0.0, 0.1, 0.0], [-0.2, -0.1, -0.1], [0.0, 0.0, 0.0], [0.0, 0.0, 0.0], [0.0, 0.0, 0.0], [0.0, 0.0, 0.0], [0.0, 0.0, 0.0], [0.0, 0.1, 0.0], [-0.4, -0.1, -0.1], [0.0, 0.0, 0.0], [-0.1, 0.1, 0.0], [0.0, 0.0, 0.0], [0.0, 0.0, 0.0], [0.0, 0.0, 0.0], [0.0, 0.1, 0.1], [-0.5, -0.4, 0.4], [0.1, 0.0, 0.0], [0.0, 0.0, 0.0], [0.0, 0.0, 0.0], [0.0, 0.0, 0.0], [0.0, 0.0, 0.0], [-0.1, 0.0, 0.1], [-0.2, -0.3, -0.3], [0.0, 0.0, 0.0], [0.0, 0.0, 0.0], [0.0, 0.0, 0.0], [0.0, 0.0, 0.0], [0.0, 0.0, 0.0], [0.0, 0.0, 0.0], [0.0, 0.0, 0.0], [0.1, 0.0, -0.1], [0.0, 0.0, 0.0], [0.0, 0.0, 0.0], [0.0, 0.0, 0.0], [0.1, -0.1, 0.0], [0.0, 0.0, 0.0], [-0.3, -0.2, 0.6], [0.0, 0.0, 0.0], [0.0, 0.0, 0.0], [0.0, 0.0, 0.0], [0.0, 0.0, 0.0], [0.0, 0.0, 0.0], [0.0, 0.0, 0.0], [0.0, 0.0, 0.0], [0.0, -0.1, 0.0], [0.0, 0.0, 0.0], [-0.1, 0.0, 0.1], [0.0, 0.0, 0.0], [0.0, 0.0, 0.0], [0.0, 0.0, 0.0], [0.1, 0.0, 0.0], [0.0, 0.0, 0.1], [0.0, 0.0, 0.0], [0.0, 0.0, 0.0], [0.0, 0.0, 0.0], [0.0, -1.2, 1.5], [0.0, 0.0, -0.1], [0.0, -0.1, 0.1], [0.5, -0.3, -0.1], [-0.2, 0.2, 0.1], [0.0, 0.0, 0.0], [0.0, 0.0, 0.0], [0.1, -0.1, 0.0], [0.0, 0.0, 0.0], [0.0, 0.0, 0.0], [0.0, 0.0, 0.0], [0.0, 0.0, 0.0], [0.0, 0.0, 0.0], [-0.1, 0.0, 0.0], [0.0, -0.1, 0.0], [0.0, 0.0, 0.0], [0.0, 0.0, -0.1], [0.0, 0.0, -0.1], [0.0, 0.0, 0.0], [0.0, 0.0, 0.0], [0.1, 0.1, 0.0], [0.0, 0.4, -0.8], [0.0, 0.0, -0.1], [0.0, 0.0, 0.0], [0.0, 0.0, 0.0], [0.0, 0.0, 0.0], [0.0, 0.0, 0.0], [0.0, -0.1, 0.0], [0.0, 0.0, 0.0], [0.0, 0.0, 0.0], [0.0, 0.0, 0.0], [0.0, 0.0, -0.1], [0.0, 0.0, 0.0], [-0.1, 0.0, 0.0], [0.0, 0.0, 0.0], [0.0, 0.0, 0.0], [0.0, 0.0, 0.0], [0.0, 0.0, 0.0], [0.0, 0.0, 0.0], [0.0, 0.0, 0.0], [0.0, 0.0, 0.1], [0.0, 0.0, 0.0], [0.0, 0.0, 0.0], [0.0, 0.0, 0.0], [-0.1, 0.0, -0.2], [0.1, 0.0, -0.1], [0.0, 0.0, 0.0], [0.0, 0.0, 0.0], [0.0, 0.0, 0.0], [0.0, 0.0, 0.0], [0.0, 0.0, 0.0], [0.0, 0.0, 0.0], [0.3, 1.2, -1.4], [0.0, 0.0, -0.1], [0.0, 0.0, -0.1], [0.0, 0.0, 0.0], [-0.1, 0.1, 0.1], [-0.1, -0.1, 0.1], [0.1, 0.0, -0.3], [0.1, 0.1, -0.1], [0.0, 0.0, -0.1], [0.0, 0.0, 0.0], [0.0, 0.0, 0.0], [0.0, 0.0, 0.0], [0.0, -0.1, 0.0], [0.0, 0.0, 0.0], [0.0, 0.0, 0.0], [0.0, 0.0, 0.0], [0.0, 0.1, 0.0], [0.0, 0.0, 0.0], [0.0, 0.0, 0.0], [0.0, 0.0, 0.0]], "lowdin_charge": [0.3252, 0.9985, -0.4305, -0.1908, -0.2320, -0.5461, -0.3110, -0.0213, -0.0637, -0.0593, -0.1143, 0.0391, 0.0566, 0.0604, 0.0996, 0.1076, 0.1012, 0.0854, -0.2282, -0.1812, -0.0585, -0.0693, -0.0785, -0.0895, -0.6343, 0.8289, 0.1192, 0.1026, 0.1058, 0.1060, -0.0994, -0.4895, -0.0999, 1.2313, -0.4891, -0.0935, -0.1006, -0.4757, -0.0843, -0.1025, 0.0859, 0.0672, 0.0505, 0.1098, 0.0754, 0.0841, 0.0608, 0.0616, 0.0676, 0.0426, 0.0863, 0.0681, 0.0712, 0.0645, 0.0976, 0.0611, 0.0594, 0.0860, 0.0176, 0.1048, 0.0673, -0.3272, 0.8580, -0.3343, -0.1717, -0.2026, -0.1956, -0.1880, -0.1787, -0.3108, -0.1929, -0.1688, -0.1724, -0.1925, -0.1911, -0.3223, -0.1699, -0.1955, -0.1684, -0.1906, -0.1816, 0.1087, 0.1192, 0.0897, 0.1166, 0.0532, 0.1155, 0.0904, 0.1180, 0.0878, 0.1236, 0.0721, 0.1145, 0.1180, 0.0858, 0.1117, 0.0830, 0.1115, 0.0900, 0.1112, 0.1125, 0.1085, 0.0587, 0.0886, 0.1128, 0.1006, 0.1125, 0.0929, 0.1080, 0.1063, 0.0631, 0.1002, 0.0752, 0.1068, -0.1032, -0.5351, -0.0138, -0.0936, 0.0103, 0.0266, -0.1420, 0.0111, 0.0041, -0.3535, 0.0715, 0.0757, 0.1012, 0.1222, 0.1182, 0.1159], "total_energy_ha": -5228.24232, "s_squared": 0.75, "fmax_ev_per_a": 1.933, "multiplicity": 2, "gap_ev": [6.498, 5.945], "mol_weight_g_mol": 965.01, "charge": 0, "e_above_lowest_kcal_mol": 24.9, "lumo_ev": [-0.220, -0.770], "e_homo_ev": [-6.72, -6.72]}